# C16H32N2OSi2V

A structure of composition C16H32N2OSi2V at a distorted geometry (the ωB97M-V functional and the def2-TZVPD basis, the OMol25 dataset).

CARTESIAN COORDINATES (ANGSTROEM)
V 0.616 -1.082 -0.565
C 3.216 0.393 -2.233
Si 2.960 0.795 -0.394
C 3.889 2.474 -0.286
C 4.158 -0.323 0.554
N 1.366 0.668 0.148
C 0.498 1.563 0.751
C 0.756 2.922 0.958
C -0.144 3.783 1.595
C -1.354 3.278 2.042
C -1.641 1.927 1.839
C -0.757 1.035 1.203
N -1.026 -0.296 0.996
Si -2.381 -1.147 1.471
C -2.792 -1.201 3.333
C -2.208 -2.959 0.982
C -4.057 -0.605 0.735
H 4.259 0.103 -2.410
H 2.989 1.258 -2.866
H 2.572 -0.434 -2.539
H 4.900 2.346 -0.691
H 3.980 2.817 0.751
H 3.396 3.268 -0.857
H 5.170 -0.242 0.138
H 3.830 -1.364 0.490
H 4.197 -0.045 1.613
H 1.700 3.322 0.606
H 0.112 4.829 1.731
H -2.074 3.919 2.542
H -2.592 1.534 2.187
H -1.953 -1.599 3.913
H -3.662 -1.846 3.500
H -3.025 -0.208 3.731
H -1.594 -3.500 1.709
H -1.705 -3.036 0.015
H -3.183 -3.455 0.916
H -4.284 0.436 0.984
H -4.874 -1.230 1.115
H -4.047 -0.684 -0.357
C 1.386 -2.750 0.486
H 2.300 -3.203 0.069
H 0.656 -3.568 0.613
H 1.635 -2.393 1.497
C -0.379 0.577 -3.147
C -0.602 -0.944 -3.105
C -2.003 -1.222 -2.545
O 0.401 -1.606 -2.402
H -1.202 1.077 -3.669
H 0.559 0.810 -3.657
H -0.318 0.981 -2.130
H -0.617 -1.290 -4.157
H -2.066 -0.848 -1.520
H -2.189 -2.299 -2.527
H -2.772 -0.737 -3.159

Cartesian forces (eV/Å) of the 2 atoms listed first:
-0.31 -0.32 1.36
-0.10 -0.09 -0.01

<S²> = 0.8062
E_HOMO (alpha / beta) = 1.12 / 1.84 eV
Charge = -2
Total energy = -63583.6502 eV
2S+1 = 2